75
Properties=species:S:1:pos:R:3 method="wB97M-V/def2-TZVPD" de_lowest_kcal_mol=0.0 homo_lumo_gap_ev=6.86
Mo 0.9373 0.7145 0.8810
S -0.7157 1.8643 -0.5240
C -2.2635 1.5261 0.2515
C -3.4491 1.9259 -0.3803
C -4.6914 1.5978 0.1359
C -4.7987 0.8572 1.3086
C -3.6418 0.4636 1.9588
C -2.3945 0.8067 1.4384
S -0.9469 0.3237 2.3835
C -0.7743 1.8204 3.4306
C 0.3688 2.7549 3.1087
C 0.6351 3.7848 4.0006
C 1.6608 4.6617 3.7312
C 2.3651 4.5097 2.5516
C 2.0266 3.4839 1.6902
C 2.7011 3.4059 0.3452
S 2.6768 1.7789 -0.4738
C 4.1880 1.0419 0.1182
C 5.3049 1.1397 -0.7138
C 6.5040 0.5617 -0.3391
C 6.5644 -0.1248 0.8715
C 5.4537 -0.2248 1.6879
C 4.2254 0.3557 1.3350
S 2.8556 0.1995 2.4253
N 1.0681 2.5978 1.9821
H -3.3693 2.4850 -1.3053
H -5.5855 1.9050 -0.3935
H -5.7685 0.5895 1.7092
H -3.6918 -0.1256 2.8684
H -0.6835 1.4822 4.4622
H -1.7144 2.3602 3.3331
H 0.0339 3.8808 4.8958
H 1.9049 5.4581 4.4230
H 3.1699 5.1816 2.2860
H 3.7405 3.7149 0.4153
H 2.1820 4.0743 -0.3441
H 5.2129 1.6642 -1.6587
H 7.3744 0.6417 -0.9763
H 7.4909 -0.5968 1.1758
H 5.5070 -0.7752 2.6192
C -1.8143 -2.9354 0.6737
As -1.7140 -1.6768 -0.8462
C -0.7268 -2.8037 -2.1288
C -3.5339 -2.1000 -1.4975
C -4.0510 -1.2184 -2.6154
C -5.2974 -1.4955 -3.1811
C -5.8331 -0.6900 -4.1741
C -5.1319 0.4234 -4.6240
C -3.8872 0.7059 -4.0821
C -3.3494 -0.1100 -3.0914
H -2.8039 -2.8588 1.1274
H -1.0723 -2.6620 1.4259
H -1.6400 -3.9684 0.3674
H -1.3296 -2.9651 -3.0224
H -0.4687 -3.7665 -1.6845
H 0.1980 -2.3035 -2.4140
H -4.1981 -2.0025 -0.6353
H -3.5654 -3.1509 -1.8000
H -5.8535 -2.3601 -2.8331
H -6.8005 -0.9312 -4.5984
H -5.5546 1.0629 -5.3885
H -3.3264 1.5679 -4.4262
H -2.3745 0.1294 -2.6794
N 1.2391 -0.8667 0.1797
C 1.9699 -2.0214 -0.1082
C 1.8880 -3.1324 0.7208
C 2.6327 -4.2692 0.4384
C 3.4713 -4.3053 -0.6677
C 3.5530 -3.1928 -1.4958
C 2.8033 -2.0601 -1.2227
H 1.2430 -3.0903 1.5900
H 2.5581 -5.1290 1.0928
H 4.0538 -5.1919 -0.8823
H 4.2001 -3.2078 -2.3646
H 2.8529 -1.1905 -1.8673

34
Properties=species:S:1:pos:R:3 method="wB97M-V/def2-TZVPD" de_lowest_kcal_mol=0.5 total_charge=+4 homo_lumo_gap_ev=8.51
V 0.5941 0.9004 -0.1265
O -0.8429 4.3853 1.3752
C -0.3888 3.4972 1.8673
O -0.0912 2.1789 -0.6072
C 0.1912 2.4199 2.6029
C 0.2978 2.6227 3.9644
C 0.8628 1.5998 4.7508
C 1.2819 0.4518 4.1184
C 1.1414 0.3361 2.7250
N 0.6041 1.2784 1.9469
H -0.0484 3.5482 4.4165
H 0.9609 1.7280 5.8238
H 1.7274 -0.3681 4.6703
H 1.4966 -0.5673 2.2368
N -1.6683 -2.7115 -2.8465
C -2.3593 -1.4015 -2.5836
C -1.7657 -0.7002 -1.3651
N -0.2785 -0.4803 -1.5072
C 0.3836 -1.8165 -1.7306
C -0.1778 -2.5357 -2.9530
H -2.0251 -3.1112 -3.7247
H -1.9047 -3.4020 -2.1247
H -3.4207 -1.5912 -2.4227
H -2.2559 -0.7984 -3.4872
H -1.9323 -1.2835 -0.4568
H -2.2703 0.2607 -1.2584
H -0.1484 0.0654 -2.3671
H 0.2463 -2.4130 -0.8263
H 1.4519 -1.6726 -1.8842
H 0.2841 -3.5185 -3.0502
H 0.0121 -1.9804 -3.8731
O 4.1163 2.4429 0.1782
S 3.6902 1.5947 -0.8749
N 2.2358 1.0413 -0.6064

28
Properties=species:S:1:pos:R:3 method="wB97M-V/def2-TZVPD" total_charge=+3 homo_lumo_gap_ev=3.75
N 4.7618 -0.7440 1.0170
B 4.0880 -0.0607 -0.1906
O 4.7842 0.2921 -1.4481
C 2.4445 0.2637 -0.1028
C 1.8395 1.2317 -1.3095
C 0.2210 1.5725 -1.3264
C -0.7137 0.9225 -0.1392
C -0.1397 -0.0503 1.0801
C 1.4679 -0.3769 1.0943
C -1.2393 -0.6602 2.1819
O -0.9554 -0.8947 3.4707
C -2.7454 -0.9880 1.5326
C -3.2746 -0.1103 0.4150
B -4.7454 -0.3825 -0.3336
O -4.6370 -0.7989 -1.7766
O -6.0623 -0.1967 0.3181
C -2.3649 1.1842 -0.1219
O -2.9119 2.3579 -0.5182
H 4.1883 -0.4956 1.8786
H 4.5724 -1.7707 0.8680
H 4.2814 -0.2384 -2.1625
H 2.4833 1.6852 -2.1861
H -0.2867 2.2180 -2.1606
H 1.9565 -1.0679 1.9025
H -3.3797 -1.9147 1.9344
H -3.7526 -1.2769 -1.9153
H -6.7400 -0.7748 -0.1830
In 6.8600 1.0743 -1.8186

19
Properties=species:S:1:pos:R:3 method="wB97M-V/def2-TZVPD" smiles=CCC.CC de_lowest_kcal_mol=22.1 homo_lumo_gap_ev=11.95
C 0.1143 -3.1052 -0.1837
C 0.1571 -1.6126 -0.5042
C 1.4111 -1.2183 -1.2664
H 1.0773 -3.5846 0.0553
H -0.1856 -3.5633 -1.1152
H -0.6177 -3.2847 0.5966
H -0.7050 -1.2346 -1.0820
H -0.0500 -0.9360 0.3516
H 1.4878 -0.1549 -1.5953
H 2.3727 -1.5281 -0.8015
H 1.2844 -1.6302 -2.2719
C -0.5104 3.2525 0.3845
C -1.1626 2.4894 1.5484
H 0.2570 2.5089 -0.0313
H -1.1665 3.7273 -0.2880
H 0.2664 3.8626 0.9020
H -1.1740 3.0762 2.4604
H -0.4838 1.6467 1.7680
H -2.1902 2.1123 1.3114

55
Properties=species:S:1:pos:R:3 method="wB97M-V/def2-TZVPD" s2=0.753 homo_lumo_gap_ev="8.61 / 7.40" spin_multiplicity=2
Cu 0.0279 -0.4055 -0.3612
C -2.3270 2.0683 2.4382
C -1.3016 2.2617 1.2865
C 0.0424 2.5845 1.9571
O -1.1778 1.0783 0.5675
H -1.9915 1.3957 3.2249
H -3.3579 1.8922 2.1369
H -2.3122 3.0467 2.9425
H -1.6316 3.1210 0.6915
H 0.0211 3.6021 2.3759
H 0.8278 2.6068 1.2013
H 0.2904 1.9601 2.8156
N 1.7443 -3.1155 -1.4437
O 1.0985 -2.0447 -1.3347
O 2.9127 -3.1686 -0.9871
O 1.2138 -4.1258 -1.9372
C 1.0022 3.3696 -1.9726
C 1.1269 1.9552 -2.5317
O 0.7317 0.9999 -1.8949
N 1.7209 1.8631 -3.7467
C 1.7053 0.6721 -4.5793
H 1.1169 4.1186 -2.7596
H 1.8173 3.5538 -1.2693
H 0.0789 3.5540 -1.4313
H 1.6974 2.7352 -4.2497
H 2.5781 0.5959 -5.2276
H 0.8638 0.7356 -5.2741
H 1.6357 -0.2310 -3.9806
O 2.0184 -0.1881 0.4579
C 3.1561 0.0372 0.8443
N 4.1438 -0.8248 0.5249
C 3.5215 1.2824 1.6253
H 4.9697 -0.7501 1.0897
H 3.8285 -1.6085 -0.0526
H 2.8419 1.5690 2.4298
H 3.5187 2.1472 0.9587
H 4.4863 1.2867 2.1400
O -1.7493 -0.9798 -1.3929
C -2.7661 -1.6241 -1.1244
N -3.5812 -1.1538 -0.1674
C -3.0384 -2.9776 -1.6794
H -4.3162 -1.7446 0.1737
H -3.4478 -0.1960 0.1272
H -3.6023 -3.4753 -0.8725
H -2.2022 -3.6738 -1.7446
H -3.6308 -3.0716 -2.5852
O -0.5733 -1.8302 1.1175
C -1.2375 -2.0336 2.1332
N -1.2672 -1.0893 3.0875
C -1.9983 -3.3208 2.3503
H -1.1340 -0.1258 2.8160
H -1.4977 -1.4158 4.0111
H -3.0213 -3.0972 2.6533
H -1.4853 -3.9949 3.0326
H -2.0905 -3.8262 1.3895

9
Properties=species:S:1:pos:R:3 method="wB97M-V/def2-TZVPD" de_lowest_kcal_mol=102.3 homo_lumo_gap_ev="7.91 / 8.43"
N 1.1016 0.8957 -0.2120
N -0.7177 -1.0646 0.5366
O -1.6212 -1.6805 0.3421
O 0.9120 -1.7615 -0.2818
O -1.2474 1.6567 0.7720
O -1.0690 0.4359 -1.3131
S -0.4204 0.8753 -0.0977
H 1.5140 1.7298 0.1664
H 1.5481 -1.0867 0.0876

91
Properties=species:S:1:pos:R:3 method="wB97M-V/def2-TZVPD" s2=6.012 de_lowest_kcal_mol=0.0 homo_lumo_gap_ev="7.18 / 7.05" spin_multiplicity=5
C -1.6725 -1.8795 -4.0544
C -1.1817 -2.6966 -2.9065
H -1.3604 -2.2718 -5.0247
H -1.2678 -0.8664 -3.9367
H -2.7718 -1.8013 -4.0569
C -0.7028 -3.9477 -3.0243
C -0.6874 -4.7123 -4.3112
H -0.3099 -4.4860 -2.1531
H -0.8192 -4.0617 -5.1835
H -1.4779 -5.4772 -4.3610
H 0.2774 -5.2249 -4.4096
Rh 0.0912 0.5821 -0.2568
Cl -2.2220 0.8146 -0.1506
Cl 0.7465 2.3022 -1.7465
H 0.7718 4.8696 3.3304
H -1.5134 5.7926 2.0578
C 1.1022 4.6802 2.3000
C -0.9654 5.4827 1.1568
N -0.0405 4.3881 1.4477
H 1.8328 3.8644 2.2835
C -0.2845 3.1661 0.9727
O 0.4405 2.1586 1.2177
H -1.6747 5.1381 0.3980
H -1.1634 3.0757 0.3261
H 1.5725 5.6003 1.9320
H -0.4184 6.3580 0.7808
H 1.5752 -1.1693 -3.6286
H 2.3236 -3.5163 -2.4073
C 2.3974 -0.6893 -3.0743
C 3.1698 -2.8529 -2.1600
N 2.7193 -1.4895 -1.8960
H 2.0997 0.3288 -2.7968
C 2.7461 -1.0247 -0.6395
O 2.2907 0.0856 -0.2544
H 3.6699 -3.2336 -1.2603
H 3.2380 -1.7236 0.0690
H 3.2830 -0.6681 -3.7309
H 3.8646 -2.8630 -3.0121
O -0.1912 -0.9441 -1.7246
C -1.1555 -1.9043 -1.5948
C 0.1866 -3.3601 0.0207
C -1.0300 -2.7959 -0.3487
H 1.0924 -3.0227 -0.4993
C 0.2053 -4.3426 1.0185
H -2.1544 -1.4493 -1.5186
C -2.1873 -3.1172 0.3609
H 1.1647 -4.7640 1.3261
C -0.9766 -4.7633 1.6291
C -2.1898 -4.1582 1.2954
H -3.0894 -2.5430 0.1249
H -0.9400 -5.5410 2.3915
H -3.1239 -4.4734 1.7717
Si -0.4595 3.3942 -4.0231
Cl -0.8929 1.3419 -4.2696
C 1.3817 3.8661 -4.1173
C -1.7670 4.0915 -2.8606
C -0.9391 4.3189 -5.6659
H 2.0619 3.1401 -3.6452
H 1.5308 4.8423 -3.6304
H 1.6860 3.9890 -5.1703
H -0.1806 4.1298 -6.4413
H -0.9651 5.4067 -5.5001
H -1.9321 4.0261 -6.0320
H -1.7930 3.5850 -1.8944
H -2.7545 4.0028 -3.3429
H -1.5957 5.1602 -2.6924
N 0.3615 -0.4501 1.3736
S -0.7287 -0.7330 2.5747
C 0.0927 -1.8571 3.7298
C -0.5288 -2.0840 4.9666
C 0.0442 -2.9544 5.9005
C 1.2192 -3.6505 5.5798
C 1.8215 -3.4539 4.3372
C 1.2717 -2.5446 3.4252
C -0.6960 0.7785 3.5665
C -1.8252 1.6026 3.5319
C -1.8382 2.7698 4.2964
C -0.7158 3.1096 5.0576
C 0.4198 2.2988 5.0506
C 0.4195 1.1046 4.3325
H 1.3253 -0.4478 1.7133
H -1.4549 -1.5530 5.1959
H -0.4174 -3.0983 6.8771
H 1.6586 -4.3399 6.3005
H 2.7229 -4.0148 4.0782
H 1.7352 -2.3890 2.4568
H -2.6629 1.3136 2.8917
H -2.7161 3.4261 4.2975
H -0.7325 4.0265 5.6555
H 1.3015 2.5838 5.6206
H 1.2528 0.4093 4.3864

113
Properties=species:S:1:pos:R:3 method="wB97M-V/def2-TZVPD" total_charge=+2 homo_lumo_gap_ev=3.33
C -6.2757 -5.3308 0.7052
C -6.2644 -3.9372 1.3491
C -4.9033 -3.2957 1.6643
N -5.1087 -1.7300 1.8429
C -6.1739 -1.5342 2.9642
C -6.3806 -0.0346 3.2314
C -5.0582 0.6119 3.7093
C -3.8408 0.4007 2.7968
C -3.7161 -1.1125 2.1897
C -5.4766 -1.1858 0.4304
H -5.9978 -5.3020 -0.3483
H -7.2546 -5.8029 0.7891
H -5.5766 -6.0682 1.0995
H -6.8133 -4.1427 2.2682
H -6.8779 -3.2875 0.7249
H -4.1606 -3.4057 0.8740
H -4.4531 -3.7047 2.5688
H -5.8448 -2.1504 3.8010
H -7.1488 -1.9278 2.6764
H -7.1691 0.2090 3.9435
H -6.6522 0.3414 2.2450
H -4.6963 0.2298 4.6638
H -5.1359 1.6852 3.8828
H -2.8789 0.5244 3.2942
H -3.8610 1.1902 2.0455
H -3.2319 -1.7446 2.9341
H -3.1747 -1.1535 1.2446
H -5.3852 -0.1021 0.5032
H -6.5400 -1.3974 0.3194
H -4.8382 -1.5682 -0.3661
C 4.5601 1.8031 -1.8724
C 3.3086 1.2336 -2.5653
C 3.4823 -0.1852 -3.1626
N 2.2418 -0.7563 -3.7682
C 1.4695 0.2167 -4.7501
C 0.3219 -0.5662 -5.5408
C 0.8164 -1.7556 -6.3523
C 1.7013 -2.6662 -5.5041
C 2.7882 -1.9070 -4.6574
C 1.3568 -1.3605 -2.6729
H 4.4356 2.8679 -1.6756
H 5.3959 1.5712 -2.5326
H 4.9296 1.2688 -0.9972
H 2.8705 1.9715 -3.2374
H 2.5803 1.2164 -1.7545
H 3.8703 -0.9184 -2.4555
H 4.2691 -0.0564 -3.9059
H 2.2437 0.6768 -5.3641
H 0.9878 0.9823 -4.1419
H -0.1322 0.1366 -6.2394
H -0.4078 -1.0438 -4.8869
H 1.3981 -1.4620 -7.2261
H -0.0132 -2.4071 -6.6267
H 2.1947 -3.4689 -6.0521
H 1.0954 -3.2223 -4.7887
H 3.5605 -1.5045 -5.3130
H 3.2858 -2.5491 -3.9306
H 2.0669 -2.0579 -2.2285
H 0.3964 -1.7725 -2.9828
H 1.2239 -0.4825 -2.0409
Cu -0.9148 -4.1346 0.5681
Cu 0.6105 -3.0769 2.7987
O 1.3866 -4.3294 1.0263
H 1.9760 -3.6054 0.7382
P 0.7595 0.0218 1.6238
F 1.4362 0.0101 0.1138
F -0.7096 0.4522 1.0346
F 0.0943 -1.4462 1.3353
F 0.0558 -0.0984 3.1238
F 2.1051 -0.5975 2.2897
F 1.1771 1.5425 1.8993
N -1.2892 1.4016 -1.6971
C -0.2953 2.3796 -1.4968
C -0.3831 3.2836 -2.4288
C -1.3052 2.8712 -3.4117
C -1.9286 1.7367 -2.8423
H -1.3717 0.5595 -1.1456
H 0.3959 2.3160 -0.6693
H 0.3215 4.0947 -2.5381
H -1.6889 3.4688 -4.2254
H -2.7341 1.1375 -3.2404
N -1.2118 2.2102 4.5461
C -0.8280 2.3339 5.8278
C -1.6876 3.2641 6.4564
C -2.7034 3.5315 5.5680
C -2.3406 2.9248 4.3201
H -0.7329 1.6223 3.8790
H 0.0733 1.8351 6.1523
H -1.6842 3.6482 7.4658
H -3.6253 4.0657 5.7443
H -2.9390 2.8740 3.4224
N 4.2450 -2.5947 -0.1124
C 4.6887 -1.3286 0.3216
C 5.8610 -1.0812 -0.2184
C 6.1115 -2.1562 -1.0434
C 5.1268 -3.0696 -1.0240
H 3.3214 -2.9764 0.0339
H 4.0944 -0.8811 1.1044
H 6.4267 -0.1699 -0.0931
H 6.9622 -2.3779 -1.6709
H 4.8126 -3.9765 -1.5191
C 5.8939 5.6534 1.8391
C 4.5920 5.8153 1.5494
C 3.7519 4.8328 1.0599
C 4.2387 3.5459 1.0620
C 5.5093 3.2858 1.4379
C 6.4027 4.3650 1.7866
H 6.5054 6.4991 2.1170
H 4.2021 6.8129 1.6885
H 2.8244 5.1693 0.6206
H 3.6362 2.7116 0.7344
H 5.9067 2.2936 1.2829
H 7.4587 4.2535 1.9837

20
Properties=species:S:1:pos:R:3 method="wB97M-V/def2-TZVPD" de_lowest_kcal_mol=58.1 homo_lumo_gap_ev=8.56
C 2.1109 -0.6891 -0.2050
C 0.8572 -0.7442 0.6302
C -0.4423 -0.9544 0.1334
N -1.2821 -2.0211 0.4573
C -0.8248 0.1363 -0.6521
N -1.7470 0.0656 -1.6974
C -0.0560 1.2614 -0.3021
C -0.1138 1.9785 1.0226
H 1.8962 -0.3482 -1.2171
H 2.8534 -0.0229 0.2420
H 2.5784 -1.6798 -0.2663
H 1.0556 -1.1433 1.6321
H -2.2385 -1.7738 0.6712
H -0.8935 -2.6977 1.0962
H -1.8662 0.9161 -2.2259
H -1.6855 -0.7596 -2.2781
H 0.1887 1.9465 -1.1227
H 0.8548 2.4171 1.2761
H -0.8303 2.8084 0.9819
H -0.4153 1.3043 1.8234

19
Properties=species:S:1:pos:R:3 method="wB97M-V/def2-TZVPD" de_lowest_kcal_mol=58.3 homo_lumo_gap_ev=8.50
C 0.9352 0.1670 0.7172
C -0.3344 0.5805 1.2884
C 1.7252 1.1381 -0.1100
C -1.9012 0.3494 -0.7911
C 0.4427 -1.2086 -0.5799
C -1.2983 -0.4185 0.3765
O 0.7274 -2.4022 -0.0154
O 0.5386 -1.0297 -1.7723
O -1.8679 -1.3296 0.9631
H 0.9521 -3.0101 -0.7447
H 1.5249 -0.4922 1.3505
H -0.5087 0.2384 2.3066
H -0.6044 1.6248 1.1410
H 2.4034 1.6894 0.5547
H 2.3462 0.6679 -0.8727
H 1.0766 1.8619 -0.6078
H -2.2512 -0.3726 -1.5292
H -1.1740 1.0030 -1.2677
H -2.7323 0.9430 -0.4072

35
Properties=species:S:1:pos:R:3 method="wB97M-V/def2-TZVPD" total_charge=+3 homo_lumo_gap_ev=2.23
C 4.4020 -1.5343 0.1909
C 4.8673 -0.1227 -0.4090
O 3.8458 0.5776 -1.0940
C 3.1839 1.5266 -0.2960
C 1.6260 1.1449 -0.2854
O 1.5320 -0.2524 -0.0662
C 0.5654 -0.6171 0.8912
C -0.8840 -0.7899 0.2463
C -1.8793 -1.3535 0.9659
S -1.6998 -1.9799 2.6325
C -3.2929 -1.4296 0.2207
O -3.9919 -2.3598 0.2740
C -3.6371 -0.1512 -0.6387
P -5.3543 0.6448 -0.6937
O -6.2447 0.0503 0.5640
O -5.0554 2.2230 -0.2213
C -2.6381 0.4143 -1.3547
C -1.2181 -0.2929 -1.2124
O -0.5030 -0.4588 -2.1388
H 5.1752 -2.3262 0.1054
H 4.0865 -1.3675 1.2530
H 3.4842 -1.8982 -0.3387
H 5.6769 -0.3389 -1.1630
H 5.3479 0.4610 0.4097
H 3.5363 1.5665 0.7598
H 3.2581 2.5594 -0.7275
H 1.2477 1.3492 -1.3259
H 1.0054 1.7491 0.4169
H 0.4409 0.1445 1.7114
H 0.8404 -1.5908 1.3616
H -2.6072 -1.2781 3.4032
H -6.1884 -0.9309 0.5540
H -4.1830 2.2537 0.2202
H -2.8068 1.3384 -2.0022
Tl -1.9381 3.0690 -2.2133